Record 1
Entry from OMol25: the ion HOS3 with charge -1 in a non-equilibrium geometry (ωB97M-V/def2-TZVPD).

Geometry as XYZ:
```
5
Properties=species:S:1:pos:R:3:forces:R:3:mulliken_charge:R:1
O 1.157727 -1.636649 -2.905009 0.5083 0.9381 -1.5357 -0.47
S -0.654973 -0.358503 -0.783375 0.3344 0.6208 -1.5174 -0.48
S 1.469036 -2.904461 -0.412494 -0.6119 -0.4028 -0.7386 -0.45
S 0.332894 -2.332299 -1.952452 0.0576 -0.4405 3.1117 0.34
H -1.276175 -0.564749 0.354591 -0.2883 -0.7155 0.6800 0.06
```
Forces are in eV/Å.

Properties
Orbital gap, eV: 7.222
Energy relative to the best compared isomer or geometry (same formula, charge and spin), kJ/mol: 0.7
Net charge: -1
E_HOMO, eV: -3.65

***

Record 2
Entry from OMol25: a structure of composition Hg3O4S in a non-equilibrium geometry (ωB97M-V/def2-TZVPD).

Geometry as XYZ:
```
8
Properties=species:S:1:pos:R:3:forces:R:3:mulliken_charge:R:1
Hg 0.391074 1.242542 -3.349361 -0.0621 -0.1159 0.3211 1.96
Hg -1.332608 -2.735648 0.665098 -0.2282 -0.1936 -0.1388 1.63
Hg 1.175969 1.432733 2.875403 -0.0795 0.0233 -0.3338 1.80
S -0.092517 0.044106 -0.034547 -3.1253 0.2103 1.0763 1.43
O -1.477279 0.237950 0.303178 1.1341 0.4575 -0.1123 -0.63
O 0.107019 -1.462833 -0.084078 1.1997 -0.5198 -0.2233 -0.71
O 0.339178 0.612466 -1.328823 0.6218 0.1500 -0.7803 -0.75
O 0.889167 0.628682 0.953128 0.5395 -0.0119 0.1912 -0.74
```
Forces are in eV/Å.

Properties
Orbital gap, eV: 6.537
Net charge: +4
E_HOMO, eV: -26.21

***

Record 3
Entry from OMol25: a structure of composition I4Ni in a non-equilibrium geometry (ωB97M-V/def2-TZVPD).

Geometry as XYZ:
```
5
Properties=species:S:1:pos:R:3:forces:R:3:mulliken_spin:R:1
Ni 0.360453 -0.272057 0.050617 -0.9620 0.9874 -0.0254 1.68
I 0.016021 -2.387226 -1.224483 0.1301 -0.6876 -0.3813 0.06
I -2.589179 0.380457 0.337823 0.4535 -0.1180 0.0345 0.09
I 1.222965 0.470431 2.319854 0.2594 -0.0237 0.4300 0.06
I 0.989739 1.808393 -1.483809 0.1190 -0.1581 -0.0577 0.10
```
Forces are in eV/Å.

Properties
Orbital gap (spin up / spin down), eV: 6.489 / 6.445
Multiplicity: 3
Net charge: -2
E_HOMO (spin up / spin down), eV: -1.41 / -1.37
⟨S²⟩: 2.01

***

Record 4
Entry from OMol25: a structure of composition IZn (ωB97M-V/def2-TZVPD).

Geometry as XYZ:
```
2
Properties=species:S:1:pos:R:3:forces:R:3:mulliken_charge:R:1
Zn -0.688307 -0.918759 0.423744 0.4552 0.6082 -0.2795 0.67
I 0.688307 0.918759 -0.423744 -0.4552 -0.6082 0.2795 0.33
```
Forces are in eV/Å.

Properties
Orbital gap, eV: 6.746
Energy relative to the best compared isomer or geometry (same formula, charge and spin), kJ/mol: 2.4
Net charge: +1
E_HOMO, eV: -15.24